--- 1 ---
This record from the OMol25 dataset describes an isolated molecule of C3H3IO. The level of theory is wB97M-V/def2-TZVPD.

Positions of all 8 atoms, in Å:
I1 -2.370 0.588 -2.391
O1 1.605 -0.851 -0.221
C1 0.755 -0.448 0.519
H1 -0.084 -0.778 -1.916
H2 -1.121 0.629 0.469
C2 -0.818 -0.185 -1.376
H3 0.839 -0.683 1.540
C3 -0.524 0.021 -0.067

The value obtained for the lowest unoccupied orbital energy is -0.237 eV. The value obtained for the frontier orbital gap is 9.2 eV. As for the multiplicity: 1. The charge is 0. The calculation puts the HOMO energy at -9.421 eV.


--- 2 ---
This record from the OMol25 dataset describes an isolated molecule of C3H3IO. The level of theory is wB97M-V/def2-TZVPD.

Positions of all 8 atoms, in Å:
C1 -3.348 0.532 0.183
H1 -0.471 -0.431 -0.817
C2 -2.245 0.972 -0.073
H2 -0.025 -0.447 0.920
C3 -0.011 0.132 0.017
H3 0.776 0.654 -0.380
O1 -0.969 1.276 0.003
I1 -5.265 -0.211 -0.023

The value obtained for the lowest unoccupied orbital energy is 0.348 eV. The value obtained for the frontier orbital gap is 9.2 eV. As for the multiplicity: 1. The charge is 0. The calculation puts the HOMO energy at -8.855 eV.


Of them, 1 has the highest stability.